2 unconnected molecules or ions with the total composition C4H6N2 in a non-equilibrium geometry, computed with ωB97M-V/def2-TZVPD.

CARTESIAN COORDINATES (ANGSTROEM)
N 0.67 1.01 1.07
C 0.37 0.35 -0.24
C -0.72 1.08 -0.76
C -0.42 -0.03 0.98
C 1.37 -0.52 -0.82
N 2.18 -1.18 -1.31
H 1.49 0.73 1.59
H 0.45 2.01 1.02
H -1.19 0.44 -1.54
H -1.56 -2.22 -0.86
H -1.42 0.41 1.08
H -1.23 -2.08 -0.21

Properties
- HOMO (Eh) = -0.333
- orbital gap (eV) = 9.522
- E_tot (eV) = -7217.7913
- relative energy (zero: lowest compared OMol25 entry of this formula, charge and spin) (kJ/mol) = 752.55
- largest force on an atom (eV Å⁻¹) = 1.1

A single C4H6N2 molecule, computed with ωB97M-V/def2-TZVPD.

CARTESIAN COORDINATES (ANGSTROEM)
N 1.91 -0.24 0.12
C 0.53 0.01 -0.02
C -0.24 1.11 -0.04
C -1.64 0.73 0.04
C -1.89 -0.61 0.13
N -0.39 -1.11 0.10
H 2.33 -0.65 -0.71
H 2.41 0.61 0.34
H 0.15 2.12 -0.11
H -2.44 1.46 0.02
H -0.53 -1.70 -0.73
H -0.19 -1.73 0.87

Properties
- HOMO (Eh) = -0.289
- orbital gap (eV) = 8.451
- E_tot (eV) = -7221.9153
- relative energy (zero: lowest compared OMol25 entry of this formula, charge and spin) (kJ/mol) = 354.65
- largest force on an atom (eV Å⁻¹) = 0.9

2 unconnected molecules or ions with the total composition C4H6N2, computed with ωB97M-V/def2-TZVPD.

CARTESIAN COORDINATES (ANGSTROEM)
C 2.01 -0.12 0.49
N 0.32 0.36 -0.48
C -0.63 0.98 0.33
C -1.73 0.18 0.27
N -1.51 -0.92 -0.55
C -0.30 -0.78 -1.00
H 1.14 0.81 -0.88
H 1.55 -0.06 1.48
H 1.97 -1.20 0.32
H -0.39 1.89 0.88
H -2.67 0.31 0.80
H 0.23 -1.45 -1.67

Properties
- HOMO (Eh) = -0.327
- orbital gap (eV) = 9.103
- E_tot (eV) = -7220.9190
- relative energy (zero: lowest compared OMol25 entry of this formula, charge and spin) (kJ/mol) = 450.78
- largest force on an atom (eV Å⁻¹) = 0.6

A single C4H6N2 molecule in a non-equilibrium geometry, computed with ωB97M-V/def2-TZVPD.

CARTESIAN COORDINATES (ANGSTROEM)
C -0.51 1.37 0.11
N 0.24 0.13 -0.13
C 1.47 0.10 -0.59
C -0.38 -1.11 -0.15
C -0.94 -1.71 0.99
N -1.39 -2.30 1.89
H -1.26 1.19 0.89
H -1.02 1.65 -0.81
H 0.17 2.16 0.42
H 2.07 -0.77 -0.37
H 1.84 0.90 -1.22
H -0.23 -1.68 -1.05

Properties
- HOMO (spin up / spin down) (Eh) = -0.288 / -0.288
- orbital gap (spin up / spin down) (eV) = 7.478 / 7.476
- E_tot (eV) = -7222.3623
- relative energy (zero: lowest compared OMol25 entry of this formula, charge and spin) (kJ/mol) = 311.52
- largest force on an atom (eV Å⁻¹) = 1.1